The following is a DFT calculation (ωB97M-V/def2-TZVPD) of 5 unconnected molecules or ions with the total composition C27H50O11Si at a distorted geometry.

Summary:
**SMILES**: C[C@@H](C[SiH2]COO)OCc1ccccc1.CCOC(C)=O.CCOC(C)=O.CCOC(C)=O.CCOC(C)=O
**Charge**: 0
**2S+1**: 1
**HOMO-LUMO gap**: 0.3424 hartree

Each line ends with the Mulliken charge.
Atoms and positions in Å:
1 C 0.8157 -0.9756 4.2233  -1.576
2 C 1.4902 -0.9865 2.8329  0.519
3 C 2.8948 -1.6162 2.9754  -1.117
4 Si 2.9288 -3.3919 3.6416  0.333
5 C 4.4044 -4.2756 2.7881  -0.514
6 O 3.9843 -5.4795 2.1419  -0.183
7 O 4.9459 -5.8111 1.1548  -0.404
8 O 0.6052 -1.7079 1.9932  -0.371
9 C 1.0591 -1.8193 0.6454  -0.495
10 C 1.2054 -3.2992 0.2958  0.677
11 C 2.2032 -3.7667 -0.5214  -0.635
12 C 2.2732 -5.1264 -0.7538  -0.737
13 C 1.3835 -5.9873 -0.1921  -0.437
14 C 0.3787 -5.5146 0.6289  -0.531
15 C 0.2984 -4.1633 0.8641  -0.237
16 H 0.2662 -1.9206 4.2993  0.315
17 H 1.5643 -0.9362 5.0157  0.407
18 H 0.1049 -0.1485 4.2687  0.270
19 H 1.5942 0.0639 2.5173  0.297
20 H 3.4219 -1.5858 2.0117  0.471
21 H 3.4812 -0.9721 3.6422  0.726
22 H 1.7409 -4.1878 3.2895  -0.090
23 H 3.1408 -3.4443 5.1063  -0.260
24 H 5.2192 -4.5045 3.4903  0.418
25 H 4.8210 -3.6128 2.0145  0.269
26 H 4.7116 -5.2255 0.4161  0.327
27 H 0.2795 -1.4018 -0.0129  0.086
28 H 1.9718 -1.2531 0.4370  0.271
29 H 2.9121 -3.0686 -0.9588  0.458
30 H 3.0757 -5.5172 -1.3754  0.558
31 H 1.4321 -7.0619 -0.3387  0.389
32 H -0.3345 -6.1683 1.1185  0.403
33 H -0.4802 -3.8070 1.5278  0.347
34 O -0.3476 -0.2333 -2.0432  -0.541
35 C 0.6778 0.2486 -2.4484  0.951
36 O 1.6197 0.6371 -1.5670  -0.239
37 C 2.9400 1.0437 -1.9485  -0.498
38 C 2.9865 2.5133 -2.3108  -0.932
39 C 0.8962 0.5192 -3.9140  -1.491
40 H 3.3282 0.4069 -2.7448  0.445
41 H 3.5646 0.8640 -1.0733  0.367
42 H 2.3610 2.7355 -3.1764  0.130
43 H 4.0083 2.8180 -2.5385  0.410
44 H 2.6156 3.1176 -1.4818  0.286
45 H 0.4571 1.4834 -4.1655  0.239
46 H 0.3966 -0.2615 -4.4846  0.426
47 H 1.9404 0.5077 -4.2150  0.428
48 O 1.7025 3.0760 -5.8105  -0.545
49 C 0.7439 3.3638 -6.4767  0.825
50 O -0.1868 4.1862 -5.9640  -0.368
51 C -1.2577 4.7481 -6.7305  -0.407
52 C -2.4458 3.8115 -6.7976  -0.963
53 C 0.5200 2.7492 -7.8378  -1.081
54 H -0.9101 5.0516 -7.7190  0.367
55 H -1.5421 5.6606 -6.2087  0.316
56 H -2.1944 2.8782 -7.3024  0.273
57 H -3.2724 4.2801 -7.3323  0.360
58 H -2.7797 3.5522 -5.7926  0.291
59 H 0.0266 1.7856 -7.7146  0.246
60 H 1.4899 2.5947 -8.3048  0.343
61 H -0.0602 3.3721 -8.5145  0.347
62 O -4.3045 3.2561 2.4818  -0.580
63 C -3.5939 2.6397 1.7304  0.873
64 O -2.4479 2.1201 2.1920  -0.362
65 C -1.6351 1.1998 1.4475  -0.041
66 C -0.6630 1.9000 0.5198  -0.453
67 C -3.9235 2.5123 0.2618  -1.339
68 H -2.2592 0.4772 0.9193  0.392
69 H -1.0774 0.6384 2.1970  -0.135
70 H -1.1767 2.4845 -0.2455  0.362
71 H -0.0320 1.1661 0.0259  -0.235
72 H -0.0312 2.5935 1.0782  0.356
73 H -3.5506 3.3914 -0.2621  0.329
74 H -5.0056 2.4690 0.1587  0.372
75 H -3.5252 1.6137 -0.2041  0.351
76 O -1.5626 1.7805 5.9805  -0.592
77 C -2.6339 1.4817 5.5268  0.939
78 O -2.8813 0.1972 5.1944  -0.374
79 C -4.1733 -0.2943 4.8391  -0.556
80 C -4.4571 -0.0877 3.3650  -0.390
81 C -3.6807 2.5282 5.2299  -0.833
82 H -4.9453 0.1404 5.4760  0.380
83 H -4.1525 -1.3611 5.0603  0.361
84 H -4.4707 0.9719 3.1041  -0.036
85 H -5.4209 -0.5222 3.0956  0.459
86 H -3.6781 -0.5578 2.7622  0.056
87 H -3.4886 2.9547 4.2437  0.135
88 H -3.5984 3.3126 5.9791  0.369
89 H -4.7025 2.1571 5.2732  0.255

Forces on atoms 1 to 2 (eV/Å):
C -0.082 -0.202 -0.897
C 0.173 -0.037 1.554